No. 1
Computed, not measured: a gas-phase ion, C2H8N (charge +1), with ωB97M-V/def2-TZVPD.

As for the spin multiplicity: 1. The net charge is +1. The value obtained for the HOMO energy is -18.8 eV. The value obtained for the energy above the lowest of the compared OMol25 structures with the same formula, charge and spin is 0.316 eV. The calculated total energy is -3686.849 eV. For the frontier orbital gap, the calculation gives 0.553 Eh.

Each line ends with the Mulliken charge.
Element x y z (Å)
1 C 0.535 -0.710 -0.893  -0.805
2 N -0.367 0.347 -0.333  -0.162
3 C -0.242 0.479 1.146  -0.869
4 H 1.575 -0.407 -1.042  0.328
5 H 0.515 -1.545 -0.198  0.333
6 H 0.207 -1.003 -1.880  0.361
7 H -1.302 0.042 -0.605  0.386
8 H -0.197 1.259 -0.754  0.346
9 H -0.322 -0.478 1.642  0.368
10 H -1.087 1.032 1.543  0.354
11 H 0.683 0.984 1.372  0.360

No. 2
Computed, not measured: a single C2H8N2 molecule, with ωB97M-V/def2-TZVPD.

As for the spin multiplicity: 1. The value obtained for the HOMO energy is -8.1 eV. The value obtained for the energy above the lowest of the compared OMol25 structures with the same formula, charge and spin is 0.448 eV. The calculated total energy is -5183.290 eV. For the frontier orbital gap, the calculation gives 0.342 Eh.

Each line ends with the Mulliken charge.
Element x y z (Å)
1 C -0.647 1.140 -1.192  -0.866
2 N 0.027 0.671 -0.024  -0.250
3 C 0.253 -0.719 0.187  -0.294
4 N 0.590 -0.922 1.600  -0.657
5 H -1.119 2.100 -0.978  0.312
6 H -1.461 0.453 -1.458  0.287
7 H -0.002 1.260 -2.070  0.235
8 H 0.155 1.268 0.768  0.248
9 H -0.655 -1.306 -0.038  0.285
10 H 1.052 -1.145 -0.435  0.243
11 H 1.596 -0.999 1.705  0.230
12 H 0.210 -1.801 1.935  0.227

No. 3
Computed, not measured: a single C2H8N2 molecule at a distorted geometry, with ωB97M-V/def2-TZVPD.

As for the spin multiplicity: 1. The value obtained for the HOMO energy is -9.0 eV. The value obtained for the energy above the lowest of the compared OMol25 structures with the same formula, charge and spin is 0.369 eV. The calculated total energy is -5183.369 eV. For the frontier orbital gap, the calculation gives 0.374 Eh.

Each line ends with the Mulliken charge.
Element x y z (Å)
1 C -1.148 -0.170 1.211  -0.787
2 N -0.471 -0.491 -0.030  -0.418
3 C 0.468 0.579 -0.483  -0.460
4 N 1.341 0.106 -1.520  -0.567
5 H -2.080 -0.723 1.348  0.276
6 H -0.664 -0.391 2.174  0.262
7 H -1.363 0.899 1.155  0.303
8 H 0.157 -1.280 0.115  0.217
9 H 1.069 0.910 0.371  0.363
10 H -0.179 1.383 -0.840  0.346
11 H 2.008 -0.555 -1.187  0.227
12 H 0.862 -0.268 -2.314  0.238

No. 4
Computed, not measured: 2 unconnected molecules or ions with the total composition C2H8N2 at a distorted geometry, with ωB97M-V/def2-TZVPD.

As for the spin multiplicity: 1. The value obtained for the HOMO energy is -8.8 eV. The value obtained for the energy above the lowest of the compared OMol25 structures with the same formula, charge and spin is 4.631 eV. The calculated total energy is -5179.107 eV. For the frontier orbital gap, the calculation gives 0.315 Eh.

Each line ends with the Mulliken charge.
Element x y z (Å)
1 N -0.521 -1.231 -1.321  -0.552
2 C -0.687 -0.104 -0.453  -0.834
3 C 0.430 -0.199 0.581  -0.161
4 N 0.503 0.968 1.499  -0.515
5 H -1.167 -1.047 -2.099  0.277
6 H 0.628 -0.111 -1.873  0.266
7 H -0.793 0.921 -0.819  0.289
8 H -1.633 -0.280 0.154  0.387
9 H 1.300 -0.087 -0.090  0.149
10 H 0.395 -1.308 0.824  0.333
11 H 0.835 0.568 2.355  0.184
12 H 0.710 1.909 1.243  0.177

No. 5
Computed, not measured: a single C2H8N2 molecule at a distorted geometry, with ωB97M-V/def2-TZVPD.

As for the spin multiplicity: 1. The value obtained for the HOMO energy is -9.2 eV. The value obtained for the energy above the lowest of the compared OMol25 structures with the same formula, charge and spin is 0.753 eV. The calculated total energy is -5182.985 eV. For the frontier orbital gap, the calculation gives 0.377 Eh.

Each line ends with the Mulliken charge.
Element x y z (Å)
1 N 1.974 0.003 -0.023  -0.654
2 C 0.610 0.683 -0.004  -0.480
3 C -0.511 -0.381 0.077  -0.316
4 N -1.831 0.214 -0.175  -0.589
5 H 1.847 -0.910 0.548  0.270
6 H 2.070 -0.383 -1.008  0.271
7 H 0.457 1.235 -0.954  0.313
8 H 0.648 1.400 0.825  0.276
9 H -0.460 -0.855 1.173  0.172
10 H -0.112 -1.265 -0.653  0.288
11 H -2.520 -0.479 -0.457  0.221
12 H -2.173 0.737 0.653  0.229

No. 6
Computed, not measured: 2 unconnected molecules or ions with the total composition C2H8N2 at a distorted geometry, with ωB97M-V/def2-TZVPD.

As for the spin multiplicity: 1. The value obtained for the HOMO energy is -9.4 eV. The value obtained for the energy above the lowest of the compared OMol25 structures with the same formula, charge and spin is 1.445 eV. The calculated total energy is -5182.293 eV. For the frontier orbital gap, the calculation gives 0.388 Eh.

Each line ends with the Mulliken charge.
Element x y z (Å)
1 C 0.829 3.371 2.108  -0.224
2 N 1.746 2.726 1.527  -0.393
3 C 1.404 1.963 0.334  -0.630
4 H -0.016 3.676 1.446  0.183
5 H 0.694 3.663 3.146  0.261
6 H 1.733 0.973 0.625  0.250
7 H 0.341 2.012 -0.003  0.303
8 H 1.930 2.471 -0.495  0.251
9 N -3.111 -6.433 -3.025  -0.615
10 H -3.618 -5.656 -3.415  0.205
11 H -2.912 -6.319 -2.046  0.205
12 H -2.361 -6.670 -3.651  0.205

Please write out number 3 again, unchanged.
Computed, not measured: a single C2H8N2 molecule at a distorted geometry, with ωB97M-V/def2-TZVPD.

As for the spin multiplicity: 1. The value obtained for the HOMO energy is -9.0 eV. The value obtained for the energy above the lowest of the compared OMol25 structures with the same formula, charge and spin is 0.369 eV. The calculated total energy is -5183.369 eV. For the frontier orbital gap, the calculation gives 0.374 Eh.

Each line ends with the Mulliken charge.
Element x y z (Å)
1 C -1.148 -0.170 1.211  -0.787
2 N -0.471 -0.491 -0.030  -0.418
3 C 0.468 0.579 -0.483  -0.460
4 N 1.341 0.106 -1.520  -0.567
5 H -2.080 -0.723 1.348  0.276
6 H -0.664 -0.391 2.174  0.262
7 H -1.363 0.899 1.155  0.303
8 H 0.157 -1.280 0.115  0.217
9 H 1.069 0.910 0.371  0.363
10 H -0.179 1.383 -0.840  0.346
11 H 2.008 -0.555 -1.187  0.227
12 H 0.862 -0.268 -2.314  0.238